(1)
A structure of composition C25H43GaN10O3 in a non-equilibrium geometry. Source: the OMol25 dataset; level of theory: ωB97M-V with the def2-TZVPD basis set.

Summary:
Energy above the lowest of the compared OMol25 structures with the same formula, charge and spin: 29.5 kcal per mole
E_LUMO: -4.46 eV
Kohn-Sham gap: 10.01 eV
Maximum force: 4.1 eV/A
HOMO: -14.476 eV
Energy: -3676.1351 Eh

```
! RIJCOSX wB97M-V def2-TZVPD def2/J DEFGRID3
* xyz 2 1
H -3.81821 0.89628 0.88383
H -0.58408 4.93530 -2.69737
C -2.10019 -1.13968 2.22378
H -0.08406 -4.92299 -1.48105
C 3.62566 -0.76025 -3.46403
C 3.57885 2.14510 -0.88309
N -1.91274 -1.62238 -0.05375
H -2.21403 5.02422 -3.19912
H 1.19248 2.56567 1.39361
H 3.50954 -1.71265 0.91848
H -1.16023 3.73359 -3.82851
H -3.07300 -0.64081 2.01629
H -0.51141 -2.01330 5.37623
H -3.38834 -2.78643 -4.15047
H 3.08937 1.69203 1.18336
H -3.37816 4.31461 -0.60780
H -1.14531 -2.85914 1.45389
C -3.46556 1.88354 1.02656
C 3.82703 2.23239 0.63244
H 2.06705 -0.53397 5.09852
O 1.16720 1.03188 -2.38160
H -4.19751 -3.45278 -2.69310
H -4.30992 2.56665 1.13078
N 3.08923 -1.07961 0.24810
H -2.85141 -2.91111 1.24779
C -1.73339 3.46396 -1.82446
N -1.10653 -0.11153 2.09085
H 4.20635 -1.57570 -3.03083
C 1.78457 0.51213 -1.45971
C -2.14064 -2.36334 -1.15494
N 0.61867 1.25214 2.87312
O 5.18567 -0.44338 -0.36104
H 2.69969 2.68860 -1.15797
C 3.31112 0.69250 -1.39883
C 0.34769 2.41852 2.01820
C -2.60122 2.34920 -0.05655
H -0.23091 1.90506 -2.04671
H 0.23105 3.29521 2.65238
C 1.73893 -1.01045 0.34070
C -0.13860 0.15170 2.93093
H 0.91158 -2.45236 4.61724
H 3.92753 3.27354 0.83757
C -0.57922 -4.26614 -0.78755
H 2.58425 1.00046 3.28736
H 0.87250 0.56615 5.72178
N -1.12744 2.26908 -1.64407
C -3.27995 -3.02149 -3.08550
H -2.15086 -1.52443 3.25511
N 1.08823 -0.05585 -0.40356
H -0.82315 -4.84489 0.02553
C -2.69713 3.49858 -0.76201
H -3.29168 -0.03389 -1.33940
H 4.95475 0.72151 -2.67871
H 4.39631 2.65835 -1.41156
N -1.73543 -3.60183 -1.38221
H -2.93311 2.00452 1.99365
H -0.52278 2.31746 1.36433
H -4.78767 -0.96838 -1.43483
H 3.48470 1.39861 -3.27931
O 1.12709 -1.79727 1.07422
H 1.78199 2.29655 4.23172
N 0.26810 -0.57646 3.95676
C 3.92053 0.56342 -2.77126
H -2.40613 -4.99597 -2.80472
H -4.03619 -0.33441 -2.88631
C -1.42800 4.32053 -2.91711
C 1.68064 1.27229 3.83497
C -2.10572 -3.94847 -2.76619
N -2.97434 -1.92826 -2.12446
H -0.51982 -2.58768 3.75536
N -1.59768 1.60644 -0.63082
C 4.00034 -0.29209 -0.47428
H 2.53500 -1.05090 -3.29485
H 0.20526 -3.59552 -0.38105
C -3.82140 -0.74281 -1.94051
Ga -0.78829 -0.07628 0.12996
C 1.29991 0.14903 4.81187
C -2.00721 -2.26508 1.24157
C -0.01758 -1.95765 4.40837
H 4.79880 1.73816 0.76952
H -1.27682 -3.76022 -3.45158
H 3.94537 -0.78704 -4.47386
*
```

=====

(2)
A cluster of 3 separate species, C3H12NO2 in total in a non-equilibrium geometry. Source: the OMol25 dataset; level of theory: ωB97M-V with the def2-TZVPD basis set.

Summary:
Energy above the lowest of the compared OMol25 structures with the same formula, charge and spin: 10.9 kcal per mole
E_LUMO (spin up / spin down): 0.42 / 0.42 eV
Kohn-Sham gap (spin up / spin down): 5.57 / 9.79 eV
Maximum force: 2.3 eV/A
HOMO (spin up / spin down): -5.147 / -9.375 eV
Energy: -326.6474 Eh

```
! RIJCOSX wB97M-V def2-TZVPD def2/J DEFGRID3
* xyz 0 2
C -0.75579 -1.01138 -1.46911
H -0.87877 -1.67218 2.77864
O 1.49626 0.67254 0.35199
H -2.09640 -2.34025 1.62554
H 0.16659 -0.47480 -1.29287
H -2.02674 0.49686 -0.57681
H -0.81537 -2.09752 -1.48900
H 3.79937 2.47616 -0.90111
H -1.19001 -0.69635 -2.42112
H 2.02254 1.47290 0.14009
C -1.38499 -1.54782 1.83904
H 2.96357 3.71620 -0.86823
H -2.56864 -1.30385 -0.29539
H 1.94123 0.26502 1.10396
O 3.08693 2.88106 -0.42308
N -1.21295 -0.55062 0.95392
C -1.79211 -0.55036 -0.39027
H -0.75475 0.26440 1.33384
*
```

=====

(3)
A structure of composition C31H42N4OPbS2. Source: the OMol25 dataset; level of theory: ωB97M-V with the def2-TZVPD basis set.

Summary:
E_LUMO: -4.89 eV
Kohn-Sham gap: 8.20 eV
Maximum force: 0.3 eV/A
HOMO: -13.097 eV
Energy: -2489.4632 Eh

```
! RIJCOSX wB97M-V def2-TZVPD def2/J DEFGRID3
* xyz 2 1
H 2.95760 -0.61149 -3.91675
H 0.50199 -5.89884 2.43029
H 2.83265 -6.00815 3.24178
Pb 0.34423 -0.16218 -0.83874
H -2.63325 -2.22493 -0.71188
H 3.95779 -5.33955 1.27468
N -0.79094 2.26017 -0.16828
C 3.02934 1.65022 -0.14952
C 4.26766 2.25064 -0.32293
H 3.72257 -3.24096 0.48940
H -5.44949 -1.62834 4.27613
H 0.26485 -4.49549 0.39587
C 2.99860 0.97862 -2.43080
H 4.74980 2.74452 0.51025
C 2.45190 -5.08526 2.80197
N -2.65542 -0.23587 -0.04030
C 2.91733 -5.03070 1.35548
C 4.26501 1.54472 -2.59934
H -3.08069 -1.10620 4.49956
H -0.78465 -3.79641 2.66460
H 0.38405 3.17831 -1.63513
H -1.25492 3.86980 -1.50443
H 2.33930 -5.72069 0.73532
H -2.81625 1.17493 -1.58517
H 1.35531 0.00289 -3.49052
C 0.42720 -3.55048 0.92346
S 0.39219 0.36186 1.87554
H 2.08035 1.08536 -6.93682
S -1.13280 -0.34510 3.05770
C 1.04387 2.70729 3.04563
H 5.87214 2.64083 -1.70213
C -2.87099 -1.23310 -1.09551
C -3.54522 -1.03760 3.52218
C 0.79437 4.85486 2.01946
C 2.05051 0.40721 -6.08872
C -2.78255 -0.64943 2.41086
H -0.32853 -2.84984 0.56236
C 1.51000 2.35985 -4.67315
H 4.80374 1.45874 -3.54071
C -0.06168 2.90275 0.89539
C 4.89634 2.19847 -1.55830
H -1.02408 2.29377 -2.25405
O 1.86914 -1.86173 -0.03404
C 2.40156 0.28097 -3.62546
C -2.99389 1.11570 -0.50873
H 0.67841 -5.17218 4.00808
H 1.80075 2.86979 -3.75937
H 1.04911 0.00364 -5.96049
H 0.94195 5.92608 2.03405
H -2.20471 -1.02511 -1.93415
H 1.62568 3.01071 -5.53569
C -4.88754 -1.32963 3.40226
H 2.77135 -0.39597 -6.21114
C 0.39805 2.12360 1.96014
H -3.89242 -1.24974 -1.48674
C -5.50437 -1.22322 2.16269
H -6.55883 -1.43292 2.05202
C 0.93750 -5.04218 2.95653
C -2.21514 2.16588 0.24396
H 2.60396 1.69517 0.84299
N 2.85906 -3.68990 0.75937
H -4.06324 1.31823 -0.36682
C -4.75157 -0.84747 1.06960
C -0.66571 2.94912 -1.45632
H -5.23632 -0.76305 0.10656
H -2.66898 3.15705 0.12599
C -3.38280 -0.57365 1.16012
C 1.76511 -2.98123 0.52244
H 0.67837 -2.89648 2.96655
N 2.39908 1.17291 -4.85223
H 1.73741 4.53373 3.92251
C 0.14710 4.27335 0.93582
H 2.91842 -4.26323 3.35283
H 1.40909 2.08187 3.84925
C 1.23615 4.07911 3.07991
H -0.20395 4.90204 0.13004
C 2.34657 1.00946 -1.19013
H -2.24512 1.92707 1.30838
C 0.28280 -3.76761 2.43845
H 0.48684 1.99510 -4.60959
H 3.35116 1.52739 -4.96313
*
```

=====

(4)
The molecule C3H6N2O3 in a non-equilibrium geometry. Source: the OMol25 dataset; level of theory: ωB97M-V with the def2-TZVPD basis set.

Summary:
Energy above the lowest of the compared OMol25 structures with the same formula, charge and spin: 152.8 kcal per mole
E_LUMO: 0.86 eV
Kohn-Sham gap: 9.55 eV
Maximum force: 4.8 eV/A
HOMO: -8.696 eV
Energy: -452.9575 Eh

```
! RIJCOSX wB97M-V def2-TZVPD def2/J DEFGRID3
* xyz 0 1
C -1.14583 -0.43329 -2.83581
O 0.42089 1.04259 0.12067
N -0.42998 -1.03164 -0.69541
H -1.27079 0.54938 -3.32613
C 0.65040 1.34720 1.56506
H -0.79489 -1.11500 -3.56054
H 0.17191 -1.65636 1.94740
N -0.07412 -0.74046 1.58917
O 1.04679 0.08951 2.14766
H 1.29557 2.20351 1.63830
O -0.23126 -0.21719 -1.86174
H -2.13199 -0.61247 -2.39070
C -0.06761 -0.21662 0.27318
H -0.25412 1.53255 2.16799
*
```

=====

(5)
A structure of composition C18H20IO4PdSb. Source: the OMol25 dataset; level of theory: ωB97M-V with the def2-TZVPD basis set.

Summary:
Energy above the lowest of the compared OMol25 structures with the same formula, charge and spin: 16.2 kcal per mole
E_LUMO (spin up / spin down): -0.64 / -0.64 eV
Kohn-Sham gap (spin up / spin down): 7.36 / 7.36 eV
Maximum force: 0.5 eV/A
HOMO (spin up / spin down): -7.997 / -7.996 eV
Energy: -1664.6598 Eh

```
! RIJCOSX wB97M-V def2-TZVPD def2/J DEFGRID3
* xyz 0 1
C -1.51443 -1.43986 5.57892
C 0.71584 -2.02814 -4.06776
C -1.99253 2.54524 -0.17487
C 0.45657 -0.81678 2.42835
H 0.01554 2.35747 -2.86933
H -0.45866 4.04595 -2.58300
H 1.95344 -2.26279 4.08872
C -0.59795 -2.18643 6.30620
H 1.26083 3.58751 -2.58169
C 0.63062 -1.22862 -2.89545
H -2.31625 2.50437 0.86463
C 2.97989 -0.38003 -3.41339
H 3.41698 -1.36670 -3.56661
H -2.43482 -3.19653 -4.25013
H 1.65973 -2.08985 -4.59054
C -1.58066 -2.64666 -3.87369
O 1.55784 -1.08085 1.91496
H 1.35656 -3.07417 6.36283
C -1.17188 -0.99252 4.31329
C 1.78180 -0.46758 -2.50343
C 0.07761 -1.29129 3.78320
C 0.06347 4.82847 0.53927
H 2.69737 0.01674 -4.38819
O -0.39742 -0.10163 1.77171
H -2.49013 3.37398 -0.67806
O -0.85269 -0.45148 -1.15342
H -0.82570 5.32675 0.15482
H 0.02133 4.80166 1.62662
H -0.24693 -3.34246 -5.43693
H -2.23681 1.60070 -0.65672
C -0.34595 -2.73146 -4.55099
C -1.71644 -1.88639 -2.75107
I -1.10856 -2.86255 8.21416
H -2.48539 -1.21098 5.99555
C 0.65222 -2.49123 5.78593
C 0.98668 -2.04041 4.51979
H -2.65789 -1.81505 -2.22312
H 0.94946 5.38484 0.23699
H -1.87092 -0.41172 3.72719
O 1.91060 0.19270 -1.44318
C -0.62196 -1.15432 -2.20034
Sb 0.12176 2.82437 -0.23004
Pd 0.68395 0.12441 0.13637
H 3.71931 0.26663 -2.95031
C 0.25454 3.26667 -2.31725
*
```

=====

(6)
A structure of composition C5H13NO3 in a non-equilibrium geometry. Source: the OMol25 dataset; level of theory: ωB97M-V with the def2-TZVPD basis set.

Summary:
Energy above the lowest of the compared OMol25 structures with the same formula, charge and spin: 64.9 kcal per mole
E_LUMO: 0.44 eV
Kohn-Sham gap: 10.09 eV
Maximum force: 2.0 eV/A
HOMO: -9.653 eV
Energy: -478.7120 Eh

```
! RIJCOSX wB97M-V def2-TZVPD def2/J DEFGRID3
* xyz 0 1
H -0.89423 -2.49835 -0.34930
O -0.35399 -1.85466 -0.82681
H 2.05619 0.47911 1.43946
H -2.52542 0.52117 -1.08762
H -0.94134 1.81179 0.37657
H 2.00961 -1.34634 1.28571
O -1.86584 0.57008 -1.79164
C -0.56910 0.55701 -1.18200
H 0.36254 1.29160 -2.96496
H 1.44553 0.35109 -1.91484
C 0.43455 0.41983 -2.31374
O -1.33612 -0.59035 0.79410
N -0.28564 1.73840 -0.39442
H 0.54091 -1.41459 3.21848
H 0.41524 0.39609 3.22138
H -0.55785 -0.54494 1.93678
C 1.48595 -0.43570 1.56094
C 0.52875 -0.50500 2.62454
H 0.21310 -0.46936 -2.89838
H 0.72081 -0.41022 0.42957
C -0.51256 -0.63397 -0.19316
H -0.37109 2.56731 -0.97066
*
```